# 1
{
  "formula": "C9H19AlFO11P",
  "method": "ωB97M-V/def2-TZVPD",
  "species": ["Al", "P", "O", "O", "O", "O", "C", "O", "H", "H", "H", "F", "C", "C", "O", "C", "O", "O", "C", "H", "H", "H", "H", "H", "H", "H", "H", "C", "C", "O", "C", "O", "O", "C", "H", "H", "H", "H", "H", "H", "H", "H"],
  "xyz": [[1.095, -0.708, -0.821], [2.779, 0.412, 1.418], [3.088, 0.821, -0.070], [3.458, 1.163, 2.523], [2.922, -1.126, 1.206], [1.220, 0.599, 1.472], [3.542, -2.304, -3.509], [3.331, -1.866, -2.226], [2.864, -3.120, -3.840], [3.305, -1.485, -4.219], [4.580, -2.650, -3.665], [-1.779, -0.746, -1.151], [-3.608, 2.777, -2.788], [-2.518, 2.529, -1.749], [-1.447, 3.423, -2.028], [-0.237, 3.039, -1.641], [0.041, 2.023, -1.092], [0.651, 3.981, -1.979], [1.976, 3.826, -1.477], [-4.474, 2.163, -2.509], [-3.324, 2.424, -3.775], [-4.001, 3.785, -2.642], [-2.200, 1.483, -1.841], [-2.956, 2.590, -0.750], [2.643, 4.324, -2.182], [2.281, 2.784, -1.393], [2.100, 4.337, -0.522], [-2.760, -0.474, 3.906], [-1.751, -0.886, 2.850], [-1.171, -2.118, 3.294], [-0.320, -2.702, 2.472], [0.028, -2.254, 1.425], [-0.035, -3.932, 2.895], [0.619, -4.802, 1.988], [-3.386, 0.351, 3.564], [-2.297, -0.286, 4.872], [-3.498, -1.269, 4.074], [-0.991, -0.100, 2.881], [-2.093, -0.968, 1.818], [0.736, -5.787, 2.429], [1.577, -4.369, 1.699], [0.010, -4.881, 1.084]],
  "e_homo_ha": -0.0454,
  "energy_ev": -50764.80888,
  "orbital_gap_ev": 4.3,
  "charge": -2,
  "spin_multiplicity": 1,
  "relative_energy_kcal_mol": 0.00
}

---

# 2
{
  "formula": "C9H19B2N3",
  "method": "ωB97M-V/def2-TZVPD",
  "species": ["B", "B", "C", "C", "C", "C", "C", "C", "C", "C", "C", "N", "N", "N", "H", "H", "H", "H", "H", "H", "H", "H", "H", "H", "H", "H", "H", "H", "H", "H", "H", "H", "H"],
  "xyz": [[-2.573, -0.347, -0.396], [2.899, 0.359, -1.207], [-0.658, 1.635, -0.329], [0.708, 1.692, -0.636], [-1.491, 0.618, -0.390], [1.240, 0.456, -0.985], [0.569, -1.942, -0.710], [-4.270, 1.441, -0.395], [-5.023, -0.895, -0.058], [3.241, -0.123, 1.198], [5.182, 0.459, -0.013], [0.463, -0.570, -1.034], [-3.872, -0.039, -0.387], [3.684, 0.247, -0.136], [-2.443, -1.487, -0.353], [3.237, 0.533, -2.311], [-1.098, 2.603, -0.219], [1.258, 2.607, -0.394], [0.648, -2.440, -1.676], [1.502, -2.083, -0.093], [-0.197, -2.257, -0.118], [-3.393, 2.076, -0.636], [-5.180, 1.724, -0.986], [-4.405, 1.858, 0.643], [-4.951, -1.951, -0.125], [-5.350, -0.727, 1.023], [-5.718, -0.495, -0.711], [2.152, -0.185, 1.107], [3.663, -1.193, 1.350], [3.734, 0.525, 1.949], [5.670, -0.505, 0.202], [5.572, 0.715, -0.988], [5.529, 0.998, 0.897]],
  "e_homo_ha": [-0.2524, -0.2524],
  "energy_ev": -15459.99944,
  "orbital_gap_ev": [7.5, 7.5],
  "spin_multiplicity": 1,
  "relative_energy_kcal_mol": 82.28
}

---

# 3
{
  "formula": "C9H19BClN6O5",
  "method": "ωB97M-V/def2-TZVPD",
  "species": ["C", "C", "O", "B", "O", "C", "N", "N", "N", "N", "C", "C", "O", "Cl", "H", "H", "H", "H", "H", "H", "H", "H", "H", "O", "C", "N", "C", "H", "H", "H", "H", "H", "O", "C", "N", "C", "H", "H", "H", "H", "H"],
  "xyz": [[2.590, 0.022, 0.299], [1.817, 0.843, -0.683], [0.446, 1.113, -0.210], [-0.104, 2.238, -0.664], [0.256, 2.880, -1.786], [-1.322, 2.783, 0.225], [-1.459, 4.019, 0.697], [-2.561, 4.093, 1.397], [-3.112, 2.932, 1.365], [-2.370, 2.071, 0.639], [-2.747, 0.683, 0.416], [-2.847, 0.382, -1.060], [-2.678, 1.190, -1.926], [-3.286, -1.266, -1.360], [2.121, -0.927, 0.497], [2.695, 0.526, 1.249], [3.560, -0.133, -0.149], [1.712, 0.305, -1.605], [2.336, 1.775, -0.849], [0.153, 3.836, -1.770], [-3.976, 2.682, 1.829], [-3.737, 0.544, 0.833], [-2.098, -0.015, 0.920], [3.042, -2.098, -4.113], [1.855, -2.001, -3.892], [1.066, -1.124, -4.578], [1.158, -2.834, -2.838], [0.081, -1.033, -4.421], [1.501, -0.560, -5.288], [1.623, -2.641, -1.874], [1.281, -3.887, -3.079], [0.093, -2.609, -2.770], [1.882, -1.525, 2.937], [0.796, -1.449, 3.461], [-0.157, -0.576, 2.993], [0.402, -2.278, 4.660], [-1.054, -0.489, 3.430], [0.083, -0.001, 2.201], [1.094, -2.068, 5.472], [0.479, -3.330, 4.398], [-0.612, -2.072, 5.000]],
  "e_homo_ha": -0.4322,
  "energy_ev": -42013.20213,
  "orbital_gap_ev": 6.9,
  "charge": 1,
  "spin_multiplicity": 1
}

---

# 4
{
  "formula": "C9H19Br3CaFN2NaO8P",
  "method": "ωB97M-V/def2-TZVPD",
  "species": ["C", "P", "C", "O", "C", "O", "O", "C", "C", "C", "N", "H", "H", "H", "H", "H", "H", "H", "H", "H", "H", "H", "H", "H", "H", "Ca", "F", "C", "Br", "Br", "Br", "H", "O", "C", "C", "O", "H", "H", "H", "H", "Na", "N", "O", "O", "O"],
  "xyz": [[2.019, -3.025, 1.473], [2.296, -1.311, 0.857], [2.679, -1.338, -0.906], [1.006, -0.345, 1.217], [-0.165, -0.616, 0.563], [-0.280, -0.552, -0.630], [-1.112, -0.913, 1.415], [-2.155, -1.667, 0.808], [-1.630, -3.011, 0.282], [-1.943, -3.134, -1.256], [-0.776, -3.480, -2.053], [1.753, -3.744, 0.697], [2.975, -3.352, 1.838], [1.256, -3.095, 2.248], [2.948, -0.328, -1.201], [1.886, -1.664, -1.571], [3.571, -1.950, -1.010], [-2.866, -1.861, 1.608], [-2.716, -1.118, 0.063], [-0.565, -3.135, 0.424], [-2.117, -3.806, 0.866], [-2.336, -2.213, -1.662], [-2.640, -3.981, -1.398], [-0.222, -2.650, -2.214], [-0.218, -4.155, -1.551], [3.925, -3.361, 3.399], [-3.075, -0.424, 2.770], [1.836, 2.382, 3.368], [1.767, 4.299, 3.262], [3.625, 1.748, 3.055], [1.116, 1.716, 5.018], [1.218, 1.993, 2.573], [-1.534, 4.266, -0.367], [-0.516, 4.360, -1.031], [0.408, 2.648, -0.776], [1.458, 2.713, -1.392], [0.265, 5.097, -0.742], [-0.568, 4.394, -2.141], [-0.359, 1.921, -1.097], [0.453, 2.552, 0.332], [-3.803, -4.562, 0.199], [-1.723, 6.178, -3.837], [-2.275, 5.059, -3.867], [-0.627, 6.308, -3.231], [-2.238, 7.156, -4.401]],
  "e_homo_ha": -0.1400,
  "energy_ev": -273978.09707,
  "orbital_gap_ev": 2.4,
  "charge": -1,
  "spin_multiplicity": 1,
  "relative_energy_kcal_mol": 0.00
}